A molecular structure, C19H10Br3N5OsS2 at a distorted geometry. Source: the Open Molecules 2025 dataset; level of theory: ωB97M-V/def2-TZVPD.

Output
Maximum force, eV/Å: 4.0
Orbital gap (alpha / beta), hartree: 0.2232 / 0.2234
Net charge: +2
LUMO energy (alpha / beta), eV: -9.2 / -9.2

Cartesian coordinates (Å):
Os1 0.057 0.137 -0.016
Br1 0.997 0.001 6.605
C1 0.693 -0.010 4.756
C2 -0.605 0.000 4.254
C3 -0.775 0.031 2.888
N1 0.251 0.049 2.027
C4 1.515 -0.014 2.507
C5 1.763 -0.034 3.867
C6 2.560 -0.054 1.470
C7 3.913 -0.036 1.742
C8 4.827 -0.036 0.688
Br2 6.663 -0.003 1.037
C9 4.352 -0.052 -0.622
C10 2.994 -0.095 -0.825
N2 2.102 -0.102 0.185
H1 -1.458 -0.013 4.916
H2 -1.770 0.043 2.462
H3 2.769 -0.071 4.257
H4 4.277 -0.013 2.758
H5 5.031 -0.027 -1.462
H6 2.601 -0.123 -1.831
S1 -0.075 -0.035 -2.364
C11 -0.931 -1.450 -2.703
C12 -1.062 -1.803 -4.077
N3 -1.136 -2.065 -5.193
C13 -1.497 -2.255 -1.716
S2 -1.395 -1.934 -0.062
C14 -2.223 -3.424 -2.086
N4 -2.803 -4.379 -2.355
Br3 -0.617 5.779 0.071
C15 -1.511 4.124 0.014
C16 -2.900 4.044 -0.007
C17 -3.490 2.791 -0.046
C18 -2.691 1.662 -0.061
N5 -1.356 1.750 -0.044
C19 -0.774 2.953 -0.008
H7 -3.499 4.944 -0.001
H8 -4.565 2.688 -0.065
H9 -3.123 0.672 -0.087
H10 0.312 2.996 0.002



A molecular structure, C35H43FN4O6PTl. Source: the Open Molecules 2025 dataset; level of theory: ωB97M-V/def2-TZVPD.

Output
Maximum force, eV/Å: 0.2
Orbital gap, hartree: 0.1264
Net charge: 0
LUMO energy, eV: -1.8

Cartesian coordinates (Å):
Tl1 0.923 -2.858 2.438
N1 0.701 -1.131 4.563
C1 -0.058 -1.764 5.535
C2 0.503 -2.035 6.784
C3 -0.208 -2.724 7.752
C4 -1.499 -3.152 7.488
C5 -2.059 -2.878 6.248
C6 -1.372 -2.187 5.253
C7 -2.047 -1.933 3.942
C8 -3.391 -1.545 3.991
C9 -4.148 -1.437 2.835
C10 -3.549 -1.704 1.612
C11 -2.199 -2.034 1.570
C12 -1.398 -2.153 2.710
H1 1.576 -0.711 4.834
H2 0.200 -0.573 3.888
H3 1.511 -1.694 6.988
H4 0.252 -2.925 8.712
H5 -2.063 -3.699 8.232
H6 -3.060 -3.229 6.025
H7 -3.850 -1.334 4.952
H8 -5.192 -1.148 2.890
H9 -4.127 -1.634 0.695
H10 -1.747 -2.203 0.595
F1 -1.517 -1.280 -4.324
C13 -0.305 -0.871 -3.834
C14 -0.066 -0.988 -2.493
C15 1.165 -0.605 -1.973
C16 1.398 -0.793 -0.510
O1 0.560 -1.420 0.124
C17 2.616 -0.179 -0.024
C18 3.491 0.319 -0.926
N2 3.343 0.318 -2.291
C19 4.368 0.884 -3.122
C20 5.103 -0.020 -4.073
C21 5.788 0.507 -2.846
C22 2.141 -0.083 -2.832
C23 1.864 0.044 -4.198
C24 0.646 -0.363 -4.718
N3 0.453 -0.250 -6.128
C25 -0.828 0.062 -6.713
C26 -1.614 -1.160 -7.188
N4 -0.716 -2.015 -8.050
C27 0.565 -2.380 -7.342
C28 1.272 -1.081 -6.974
C29 3.007 0.015 1.462
O2 4.039 0.682 1.639
O3 2.234 -0.473 2.310
H11 -0.808 -1.395 -1.817
H12 4.398 0.767 -0.541
H13 4.177 1.903 -3.445
H14 5.386 0.380 -5.037
H15 4.817 -1.063 -4.063
H16 6.536 1.278 -2.960
H17 5.964 -0.187 -2.036
H18 2.593 0.484 -4.864
H19 -0.660 0.719 -7.577
H20 -1.441 0.617 -6.006
H21 -2.476 -0.881 -7.791
H22 -1.925 -1.788 -6.359
H23 -0.481 -1.505 -8.905
H24 -1.215 -2.858 -8.335
H25 1.147 -3.008 -8.014
H26 0.284 -2.944 -6.453
H27 1.525 -0.540 -7.897
H28 2.208 -1.317 -6.472
C30 -4.021 2.796 1.357
C31 -2.854 1.834 1.344
O4 -1.658 2.557 1.646
P1 -0.501 1.670 2.446
O5 -1.060 1.704 3.963
C32 -1.458 2.905 4.633
C33 -2.633 2.577 5.526
O6 0.587 2.878 2.549
C34 1.528 2.990 1.476
C35 1.342 4.318 0.774
H29 -4.949 2.269 1.131
H30 -3.879 3.589 0.621
H31 -4.118 3.258 2.340
H32 -2.748 1.358 0.364
H33 -3.015 1.036 2.073
H34 -1.717 3.669 3.896
H35 -0.607 3.267 5.213
H36 -3.486 2.246 4.931
H37 -2.929 3.454 6.105
H38 -2.371 1.775 6.215
H39 1.387 2.164 0.771
H40 2.528 2.881 1.894
H41 0.337 4.391 0.357
H42 2.072 4.422 -0.033
H43 1.485 5.143 1.472



A single C2H4N4 molecule. Source: the Open Molecules 2025 dataset; level of theory: ωB97M-V/def2-TZVPD.

Output
Maximum force, eV/Å: 0.6
Orbital gap (alpha / beta), hartree: 0.2997 / 0.2590
Net charge: 0
LUMO energy (alpha / beta), eV: -1.3 / -2.2

Cartesian coordinates (Å):
N1 -1.528 -0.331 1.453
C1 -0.758 0.194 0.443
N2 -0.524 1.406 0.147
N3 1.343 0.876 -1.280
C2 0.921 -0.330 -1.093
N4 -0.171 -0.696 -0.430
H1 -1.248 -1.274 1.701
H2 -1.752 0.267 2.235
H3 2.289 0.914 -1.685
H4 1.452 -1.202 -1.493



A gas-phase ion, C6H11O (charge +1) at a distorted geometry. Source: the Open Molecules 2025 dataset; level of theory: ωB97M-V/def2-TZVPD.

Output
Maximum force, eV/Å: 5.2
Orbital gap (alpha / beta), hartree: 0.3224 / 0.2428
Net charge: +1
LUMO energy (alpha / beta), eV: -4.7 / -5.6

Cartesian coordinates (Å):
C1 0.948 -0.408 0.806
C2 -0.459 -1.036 0.946
C3 -2.632 0.048 -0.071
C4 1.154 -0.053 -0.609
C5 -1.421 0.974 -0.135
C6 2.212 0.705 -1.145
O1 -1.513 -0.028 0.961
H1 0.983 0.513 1.527
H2 1.739 -1.159 1.072
H3 -0.479 -1.690 0.214
H4 -0.627 -1.562 1.878
H5 -3.536 0.370 0.557
H6 -2.833 -0.781 -0.734
H7 0.397 -0.431 -1.309
H8 -1.400 2.013 0.145
H9 2.004 0.897 -2.275
H10 3.093 0.021 -1.187
H11 2.369 1.608 -0.639



A molecular structure, C17H33KN4O7P2 at a distorted geometry. Source: the Open Molecules 2025 dataset; level of theory: ωB97M-V/def2-TZVPD.

Output
Maximum force, eV/Å: 2.8
Orbital gap, hartree: 0.3309
Net charge: 0
LUMO energy, eV: 0.2

Cartesian coordinates (Å):
K1 0.067 0.468 -0.240
C1 0.443 3.404 3.203
C2 -0.276 2.079 3.220
C3 -1.472 1.906 2.531
C4 -2.131 0.676 2.511
C5 -3.413 0.507 1.732
C6 -1.575 -0.386 3.217
C7 -0.378 -0.246 3.915
C8 0.208 -1.408 4.676
C9 0.259 0.987 3.903
H1 -0.252 4.229 3.026
H2 1.199 3.423 2.414
H3 0.940 3.595 4.156
H4 -1.902 2.744 1.990
H5 -4.238 1.051 2.198
H6 -3.704 -0.545 1.674
H7 -3.304 0.892 0.715
H8 -2.081 -1.347 3.216
H9 -0.054 -1.376 5.736
H10 1.299 -1.411 4.622
H11 -0.156 -2.362 4.287
H12 1.199 1.107 4.436
C10 0.335 2.324 -3.481
C11 0.334 3.348 -2.339
O1 0.457 4.676 -2.863
P1 -1.221 3.194 -1.380
O2 -2.251 3.990 -2.318
O3 -1.106 4.161 -0.130
O4 -1.659 1.804 -1.097
P2 1.759 3.024 -1.153
O5 2.287 4.476 -0.739
O6 2.773 2.201 -1.854
O7 1.051 2.481 0.071
H13 -0.530 2.479 -4.133
H14 0.321 1.281 -3.161
H15 1.248 2.470 -4.058
H16 -0.341 4.880 -3.365
H17 -3.157 3.663 -2.258
H18 -0.346 3.865 0.416
H19 2.756 4.937 -1.447
N1 1.183 -1.874 1.201
C12 0.988 -2.938 0.199
C13 -0.380 -3.589 0.355
C14 -1.569 -2.639 0.310
N2 -1.573 -1.849 -0.931
H20 2.111 -1.472 1.119
H21 1.124 -2.245 2.143
H22 1.756 -3.714 0.244
H23 1.062 -2.485 -0.790
H24 -0.422 -4.144 1.300
H25 -0.489 -4.349 -0.428
H26 -1.494 -1.937 1.142
H27 -2.490 -3.210 0.467
H28 -2.355 -1.204 -0.958
H29 -1.658 -2.441 -1.748
N3 3.317 -1.723 -3.060
C15 2.557 -2.759 -3.551
C16 1.272 -2.326 -3.455
N4 1.222 -1.050 -2.916
C17 2.477 -0.717 -2.700
H30 4.319 -1.685 -3.005
H31 2.991 -3.673 -3.920
H32 0.380 -2.856 -3.751
H33 2.830 0.238 -2.318



A single C6H12O molecule. Source: the Open Molecules 2025 dataset; level of theory: ωB97M-V/def2-TZVPD.

Output
Maximum force, eV/Å: 0.8
Orbital gap, hartree: 0.4065
Net charge: 0
SMILES: C[C@@H]1C[C@@H]1[C@@H](C)O
LUMO energy, eV: 1.1

Cartesian coordinates (Å):
C1 -1.838 -0.936 0.312
C2 -1.345 0.516 0.209
C3 -0.975 0.897 -1.208
C4 0.103 0.820 -0.162
C5 1.037 -0.351 0.053
C6 2.486 0.091 0.070
O1 0.772 -0.939 1.332
H1 -1.250 -1.596 -0.346
H2 -2.865 -0.993 -0.066
H3 -1.820 -1.504 1.259
H4 -1.818 1.300 0.804
H5 -1.102 0.085 -1.921
H6 -1.217 1.887 -1.597
H7 0.546 1.795 0.093
H8 0.865 -1.094 -0.744
H9 2.780 0.521 -0.895
H10 3.112 -0.770 0.318
H11 2.598 0.839 0.867
H12 -0.068 -0.566 1.621